Here is a structure of composition C44H45GeN4OPtSTe from OMol25. Energies are from the ωB97M-V functional and the def2-TZVPD basis.

## Properties
Gap between HOMO and LUMO (spin up / spin down) = 0.2211 / 0.1558 hartree
Energy above the lowest of the compared OMol25 structures with the same formula, charge and spin = 0.0 kJ/mol
LUMO level (spin up / spin down) = -6.6 / -8.4 eV

The geometry in ORCA input format:
```
! RIJCOSX wB97M-V def2-TZVPD def2/J DEFGRID3
* xyz 2 2
Pt -0.52094 -1.23793 2.19801
N -1.12848 -5.05059 0.22798
C -1.42491 -5.00055 -1.12711
C -1.61842 -6.18213 -1.83977
C -1.95119 -6.11732 -3.17404
C -2.10093 -4.88017 -3.82212
C -1.90193 -3.70914 -3.13348
C -1.55625 -3.76121 -1.77613
S -1.27562 -2.29644 -0.93717
N -0.92977 -2.75613 0.58042
C -0.91572 -3.98785 1.02003
C -0.68338 -4.18817 2.47514
C -0.61063 -5.44553 3.04260
C -0.45633 -5.57046 4.41628
C -0.38655 -4.41968 5.16943
C -0.44241 -3.18727 4.53156
N -0.57816 -3.05526 3.21156
H -1.12442 -5.96712 0.65120
H -1.51008 -7.13950 -1.34349
H -2.10635 -7.03324 -3.72807
H -2.37301 -4.85144 -4.86869
H -2.00347 -2.74952 -3.62540
H -0.65852 -6.34853 2.44854
H -0.39470 -6.54768 4.87484
H -0.27738 -4.45133 6.24423
H -0.35826 -2.27030 5.09430
Ge -0.36372 0.37007 3.98413
C 0.99702 1.74131 3.74371
C 2.24136 1.44638 3.18706
C 3.22386 2.42082 3.06750
C 2.97209 3.71293 3.51126
C 1.74550 4.01836 4.08363
C 0.76609 3.03939 4.20243
C -2.11046 1.22004 4.16041
C -3.09977 0.65335 4.96386
C -4.36515 1.22080 5.04642
C -4.65863 2.36883 4.32444
C -3.68278 2.95215 3.52841
C -2.41947 2.38029 3.44773
H -0.08604 -0.37220 5.31590
H 2.45705 0.43150 2.86793
H 4.19238 2.17117 2.65036
H 3.73623 4.47487 3.42730
H 1.55268 5.01936 4.44788
H -0.18197 3.29621 4.65926
H -2.88275 -0.23443 5.55024
H -5.11767 0.77575 5.68513
H -5.64239 2.81557 4.39174
H -3.90385 3.85905 2.97878
H -1.65970 2.85878 2.83700
C -2.72464 1.04610 0.63042
C -1.23417 1.05889 0.50929
O -0.78893 2.01423 -0.37205
N -0.33988 0.34808 1.03217
Te 1.16474 1.66994 -0.44574
C 1.42350 3.10987 -1.97696
C 0.65373 4.25794 -2.16373
C -0.39679 4.77814 -1.20975
C 0.90598 5.03396 -3.29431
C 1.91901 4.74185 -4.19397
C 2.16854 5.60020 -5.40089
C 2.74009 3.64978 -3.91387
C 2.51452 2.83389 -2.81846
C 3.48308 1.69139 -2.58669
C 1.07088 -0.02586 -1.70484
C 0.38642 -0.01284 -2.92853
C -0.45233 1.13427 -3.43896
C 0.48584 -1.14550 -3.73605
C 1.24029 -2.25853 -3.37975
C 1.36932 -3.43738 -4.30443
C 1.88257 -2.24492 -2.14709
C 1.81974 -1.14025 -1.30131
C 2.59975 -1.19801 -0.01444
H -3.10361 2.06043 0.73847
H -3.02874 0.44296 1.48116
H -3.16291 0.63089 -0.28144
H -0.35137 4.33183 -0.22299
H -1.39951 4.61201 -1.60905
H -0.26682 5.85442 -1.10051
H 0.30062 5.92131 -3.44779
H 1.45153 6.41673 -5.46376
H 2.09679 5.01172 -6.31693
H 3.17101 6.02985 -5.36784
H 3.58546 3.43838 -4.55998
H 4.45873 1.95528 -2.99239
H 3.16258 0.76745 -3.07103
H 3.66181 1.47137 -1.52679
H -0.89343 1.72527 -2.64077
H -1.25606 0.74530 -4.06517
H 0.14722 1.80661 -4.05750
H -0.02589 -1.13667 -4.69461
H 0.58036 -3.44405 -5.05587
H 1.33882 -4.38072 -3.75527
H 2.32379 -3.40345 -4.83352
H 2.47089 -3.10443 -1.84028
H 2.61775 -2.21728 0.37193
H 2.17120 -0.58412 0.77617
H 3.63645 -0.89218 -0.17744
*
```